a) Here is 2 unconnected molecules or ions with the total composition C3H4NO from the OMol25 dataset. Energies are from ωB97M-V with the def2-TZVPD basis set.

Net charge: +1
Orbital gap, eV: 9.7426
HOMO, eV: -15.33

Each line ends with the natural charge from an NBO analysis.
Positions of all 9 atoms, in Å:
1 H -1.622 0.799 -0.935  0.278
2 C 0.391 -1.535 -0.032  0.374
3 H -1.516 0.737 0.890  0.268
4 C 0.981 1.017 -0.093  0.519
5 C -1.043 0.366 -0.067  -0.329
6 H 0.914 1.941 0.351  0.227
7 O 1.686 0.094 -0.104  -0.365
8 N -0.618 -0.885 -0.065  -0.265
9 H 0.828 -2.534 0.053  0.293

=====

b) Here is a gas-phase ion, C3H4NO (charge +1) from the OMol25 dataset. Energies are from ωB97M-V with the def2-TZVPD basis set.

Net charge: +1
Orbital gap, eV: 10.4542
HOMO, eV: -17.02

Each line ends with the natural charge from an NBO analysis.
Positions of all 9 atoms, in Å:
1 H 1.366 0.430 -0.916  0.303
2 C 0.951 0.244 0.028  -0.344
3 O -1.198 -0.744 0.027  -0.318
4 H 1.801 0.113 0.718  0.304
5 H -2.050 1.220 -0.192  0.245
6 C -0.008 -1.075 0.024  0.503
7 C -1.187 0.719 0.036  0.358
8 H 0.367 -2.092 0.190  0.251
9 N -0.043 1.184 0.085  -0.302

=====

c) Here is a gas-phase ion, C3H4NO (charge +1) from the OMol25 dataset. Energies are from ωB97M-V with the def2-TZVPD basis set.

Net charge: +1
Orbital gap (spin up / spin down), eV: 7.3559 / 7.2619
HOMO (spin up / spin down), eV: -14.88 / -14.77

Each line ends with the natural charge from an NBO analysis.
Positions of all 9 atoms, in Å:
1 N 0.674 -0.396 -0.004  -0.372
2 O -1.197 0.868 -0.043  -0.365
3 C -1.532 -0.480 0.028  0.293
4 H 0.493 1.601 0.785  0.256
5 H -0.403 -2.267 -0.165  0.289
6 H 1.623 -0.737 0.261  0.479
7 C 0.218 0.988 0.030  0.034
8 C -0.288 -1.212 0.010  0.107
9 H 0.412 1.635 -0.901  0.279

=====

What is the stability order? It is b), a), c), from most stable to least stable.

=====

a) Here is a single C4H9N3S molecule from the OMol25 dataset. Energies are from ωB97M-V with the def2-TZVPD basis set.

Net charge: 0
Structure (SMILES): CN(C)/C=N\C=N/S
Orbital gap, eV: 8.6411
HOMO, eV: -7.97

Each line ends with the natural charge from an NBO analysis.
Positions of all 17 atoms, in Å:
1 H 3.126 -0.284 0.133  0.192
2 N -2.701 0.392 0.517  -0.652
3 C 0.367 0.985 -0.660  0.351
4 H -1.563 1.939 1.277  0.173
5 S -2.926 -0.693 -0.729  0.140
6 N -0.849 1.412 -0.532  -0.561
7 N 1.042 -0.042 -0.097  -0.411
8 H 1.215 -1.375 1.444  0.207
9 H -0.146 -0.219 1.627  0.225
10 H 1.018 1.553 -1.341  0.166
11 C 0.408 -0.846 0.925  -0.421
12 H -4.255 -0.957 -0.446  0.119
13 H -0.255 -1.586 0.480  0.214
14 C -1.712 1.219 0.451  0.236
15 H 2.560 0.311 -1.386  0.209
16 C 2.328 -0.401 -0.645  -0.389
17 H 2.343 -1.406 -1.019  0.202

=====

b) Here is a single C4H9N3S molecule from the OMol25 dataset. Energies are from ωB97M-V with the def2-TZVPD basis set.

Net charge: 0
Structure (SMILES): [H]/N=C\N/N=C/[C@@H](C)S
Orbital gap, eV: 9.2511
HOMO, eV: -8.46

Each line ends with the natural charge from an NBO analysis.
Positions of all 17 atoms, in Å:
1 H -0.687 -1.199 4.175  0.323
2 H -1.651 1.518 -2.014  0.209
3 C 0.366 -1.737 2.547  0.276
4 C -1.053 0.629 -2.414  -0.591
5 N -0.023 -0.692 1.768  -0.428
6 H -1.114 0.793 -3.539  0.222
7 H -0.750 -0.147 2.092  0.366
8 C 0.235 0.477 -0.248  0.003
9 H 2.180 1.760 -1.020  0.110
10 C 0.486 0.611 -1.664  -0.452
11 S 1.288 2.066 -1.891  0.074
12 H 1.060 -2.414 2.206  0.186
13 H -0.323 1.313 0.130  0.162
14 N 0.110 -1.815 3.794  -0.689
15 H -1.536 -0.274 -2.307  0.212
16 N 0.463 -0.612 0.524  -0.221
17 H 0.948 -0.277 -2.139  0.239

=====

What is the stability order? It is a), b), from most stable to least stable.

=====

a) Here is a gas-phase ion, C3H10N3 (charge +1) from the OMol25 dataset. Energies are from ωB97M-V with the def2-TZVPD basis set.

Net charge: +1
Orbital gap (spin up / spin down), eV: 7.9692 / 7.9731
HOMO (spin up / spin down), eV: -12.11 / -12.11

Each line ends with the natural charge from an NBO analysis.
Positions of all 16 atoms, in Å:
1 H -0.583 -2.411 0.607  0.221
2 N -1.015 0.643 0.076  -0.450
3 H 0.541 -0.426 1.399  0.428
4 H 0.971 2.188 -0.580  0.366
5 C -1.575 1.836 0.022  -0.139
6 N 0.854 -0.795 0.407  -0.538
7 N 0.975 1.187 -0.952  -0.879
8 C 0.090 0.225 -0.544  0.217
9 H 0.577 -2.669 -0.766  0.260
10 H -1.714 -0.138 0.401  0.444
11 H 0.952 1.493 -1.940  0.405
12 C 0.489 -2.208 0.306  -0.459
13 H -2.442 2.158 0.604  0.235
14 H 1.829 -0.843 0.309  0.449
15 H -0.998 2.640 -0.314  0.196
16 H 1.049 -2.881 0.965  0.244

=====

b) Here is 2 unconnected molecules or ions with the total composition C3H10N3 from the OMol25 dataset. Energies are from ωB97M-V with the def2-TZVPD basis set.

Net charge: +1
Orbital gap, eV: 9.7421
HOMO, eV: -14.08

Each line ends with the natural charge from an NBO analysis.
Positions of all 16 atoms, in Å:
1 N 1.304 1.959 -0.010  -0.622
2 H 2.319 1.991 0.052  0.429
3 H 2.359 -0.505 -0.156  0.232
4 H 0.812 2.846 0.020  0.440
5 H -3.141 0.399 0.626  0.379
6 C 0.568 -1.508 0.743  -0.171
7 N 0.459 -1.521 -0.664  -0.544
8 H -0.442 0.842 -0.170  0.289
9 N -2.527 0.364 -0.181  -1.102
10 H -0.324 -1.210 1.277  0.218
11 C 0.663 0.846 -0.111  0.284
12 H -2.574 -0.581 -0.547  0.379
13 H 1.212 -2.204 1.270  0.230
14 H 0.984 -2.234 -1.158  0.398
15 H -2.945 0.965 -0.885  0.377
16 C 1.272 -0.448 -0.106  -0.217

=====

c) Here is a gas-phase ion, C3H10N3 (charge +1) from the OMol25 dataset. Energies are from ωB97M-V with the def2-TZVPD basis set.

Net charge: +1
Structure (SMILES): C/[NH+]=C\NCN
Orbital gap, eV: 11.4155
HOMO, eV: -14.59

Each line ends with the natural charge from an NBO analysis.
Positions of all 16 atoms, in Å:
1 H 2.158 1.254 -0.506  0.418
2 H -1.043 -0.265 1.425  0.203
3 H -1.633 -1.620 -0.994  0.401
4 H 1.051 -1.330 -0.217  0.257
5 C 0.412 1.414 -0.258  0.378
6 C 1.674 -0.728 0.311  -0.414
7 N -0.819 1.292 0.171  -0.543
8 H 1.216 -0.667 1.246  0.209
9 N -1.064 -0.872 -0.663  -0.848
10 H 0.704 2.301 -0.759  0.213
11 H 2.822 -0.787 0.348  0.249
12 C -1.538 0.020 0.443  -0.066
13 H -1.126 -0.269 -1.497  0.360
14 N 1.446 0.646 -0.198  -0.472
15 H -2.624 0.337 0.692  0.234
16 H -1.358 2.050 -0.209  0.421

=====

d) Here is 2 unconnected molecules or ions with the total composition C3H10N3 from the OMol25 dataset. Energies are from ωB97M-V with the def2-TZVPD basis set.

Net charge: +1
Orbital gap, eV: 8.1833
HOMO, eV: -12.39

Each line ends with the natural charge from an NBO analysis.
Positions of all 16 atoms, in Å:
1 N -3.730 0.239 0.895  -0.416
2 H 3.149 0.325 0.541  0.167
3 H -2.377 -0.935 -1.563  0.322
4 N 0.586 -0.432 0.933  -0.676
5 H 0.767 0.325 1.527  0.346
6 H -2.282 0.793 -1.867  0.329
7 N 1.081 0.032 -0.333  -0.492
8 H 2.087 1.767 0.402  0.202
9 C 2.289 0.812 -0.183  -0.453
10 H -1.101 -0.005 -0.844  0.363
11 C -2.186 0.019 -1.086  -0.846
12 H 1.189 -0.815 -0.851  0.360
13 H -4.347 0.577 1.540  0.477
14 C -2.956 0.177 0.044  0.739
15 H 1.249 -1.171 1.302  0.342
16 H 2.896 1.044 -1.062  0.237

=====

What is the stability order? It is b), c), d), a), from most stable to least stable.

=====

a) Here is a gas-phase ion, C3H10N3 (charge +1) from the OMol25 dataset. Energies are from ωB97M-V with the def2-TZVPD basis set.

Net charge: +1
Structure (SMILES): CCNC(N)=[NH2+]
Orbital gap, eV: 11.8872
HOMO, eV: -15.08

Each line ends with the natural charge from an NBO analysis.
Positions of all 16 atoms, in Å:
1 N 0.689 0.617 0.415  -0.546
2 H -2.184 1.306 -0.867  0.419
3 H -0.177 -1.941 -0.817  0.235
4 H 2.540 -0.317 -0.157  0.252
5 H 1.196 0.052 -1.494  0.218
6 C -0.592 0.825 0.277  0.680
7 H -0.985 1.365 2.207  0.405
8 C 0.791 -1.700 -0.261  -0.662
9 H -1.079 0.344 -1.686  0.425
10 H 0.698 -1.971 0.811  0.236
11 H 1.593 -2.308 -0.904  0.253
12 H -2.247 1.660 1.080  0.404
13 H 1.106 0.588 1.354  0.425
14 N -1.339 0.786 -0.827  -0.766
15 N -1.447 1.058 1.347  -0.752
16 C 1.436 -0.364 -0.478  -0.224

=====

b) Here is 2 unconnected molecules or ions with the total composition C3H10N3 from the OMol25 dataset. Energies are from ωB97M-V with the def2-TZVPD basis set.

Net charge: +1
Orbital gap, eV: 9.5060
HOMO, eV: -13.07

Each line ends with the natural charge from an NBO analysis.
Positions of all 16 atoms, in Å:
1 N -1.981 0.999 -0.018  -0.798
2 H 0.738 2.472 0.598  0.225
3 C -0.425 -0.997 0.411  -0.285
4 N 0.766 -1.597 -0.156  -0.837
5 H 0.875 -2.582 0.185  0.411
6 H -0.571 0.078 -1.379  0.219
7 H -2.492 1.336 -0.736  0.400
8 C -0.865 0.264 -0.300  0.130
9 H -2.500 1.255 0.921  0.435
10 H 1.794 -0.231 -0.421  0.449
11 C 0.891 1.388 0.217  0.124
12 H -0.382 -0.824 1.463  0.215
13 H 0.541 -1.674 -1.106  0.361
14 N 1.947 0.701 -0.037  -0.675
15 H -1.268 -1.674 0.301  0.207
16 H 2.934 1.086 0.058  0.420

=====

What is the stability order? It is a), b), from most stable to least stable.

=====

a) Here is 2 unconnected molecules or ions with the total composition C2H4S3 from the OMol25 dataset. Energies are from ωB97M-V with the def2-TZVPD basis set.

Net charge: 0
Structure (SMILES): S=C1CS1.S
Orbital gap, eV: 8.5054
HOMO, eV: -8.79

Each line ends with the natural charge from an NBO analysis.
Positions of all 9 atoms, in Å:
1 S -2.855 -0.216 -0.935  -0.314
2 H -4.240 -0.177 -1.091  0.153
3 S 0.608 1.668 1.406  0.126
4 C 2.222 -0.528 0.232  -0.516
5 H 3.298 -0.185 -0.146  0.246
6 C 1.180 0.508 0.506  -0.292
7 H 2.154 -1.326 0.896  0.227
8 S 0.828 -0.387 -0.975  0.210
9 H -3.194 0.642 0.108  0.159

=====

b) Here is a single C2H4S3 molecule from the OMol25 dataset. Energies are from ωB97M-V with the def2-TZVPD basis set.

Net charge: 0
Structure (SMILES): CSC(=S)S
Orbital gap, eV: 8.5595
HOMO, eV: -8.72

Each line ends with the natural charge from an NBO analysis.
Positions of all 9 atoms, in Å:
1 H -2.416 1.155 -0.420  0.239
2 C 1.001 -0.093 0.085  -0.552
3 S 2.689 0.458 -0.041  0.068
4 S 0.674 -1.679 0.040  -0.029
5 S -0.090 1.203 0.128  0.388
6 C -1.627 0.307 -0.110  -0.780
7 H 3.160 -0.780 0.359  0.161
8 H -1.917 -0.050 0.886  0.238
9 H -1.475 -0.520 -0.927  0.267

=====

What is the stability order? It is b), a), from most stable to least stable.

=====

a) Here is a molecular structure, C2H3ClN2O from the OMol25 dataset. Energies are from ωB97M-V with the def2-TZVPD basis set.

Net charge: 0
Orbital gap, eV: 11.9047
HOMO, eV: -11.01

Each line ends with the natural charge from an NBO analysis.
Positions of all 9 atoms, in Å:
1 C 0.248 0.447 -1.586  0.369
2 C 0.037 -1.270 -0.500  0.137
3 N -0.045 -0.812 -1.790  -0.501
4 O 0.435 0.792 -0.396  -0.271
5 Cl -1.140 0.871 3.409  -0.236
6 N 0.187 -0.323 0.411  -0.161
7 H -0.172 1.473 3.078  0.237
8 H 0.466 1.180 -2.385  0.203
9 H -0.016 -2.358 -0.241  0.223

=====

b) Here is a molecular structure, C2H3ClN2O from the OMol25 dataset. Energies are from ωB97M-V with the def2-TZVPD basis set.

Net charge: 0
Orbital gap, eV: 10.2536
HOMO, eV: -9.54

Each line ends with the natural charge from an NBO analysis.
Positions of all 9 atoms, in Å:
1 H 1.557 0.098 0.195  0.415
2 O -0.496 -2.082 -0.059  -0.575
3 N 1.374 -0.836 -0.053  -0.824
4 C -0.907 0.713 -0.227  0.164
5 N -0.147 1.696 -0.103  -0.671
6 C 0.063 -1.020 -0.123  0.695
7 H -0.627 2.582 0.036  0.363
8 Cl -2.607 0.485 -0.065  0.025
9 H 1.790 -1.634 0.399  0.409

=====

What is the stability order? It is b), a), from most stable to least stable.